1.
The following is a quantum chemistry calculation of a structure of composition C30H23Br2N4O3PYb, from the OMol25 dataset.

```
64
Properties=species:S:1:pos:R:3:mulliken_charge:R:1
Yb 0.40 0.28 -0.95 0.4743
Br -3.78 3.01 -1.90 -0.1367
C -3.70 1.16 -1.59 -0.0052
C -4.89 0.41 -1.69 -0.4497
C -4.87 -0.94 -1.53 -0.1175
Br -6.49 -1.90 -1.68 -0.2020
C -3.66 -1.61 -1.24 0.4147
C -3.52 -3.01 -1.10 -0.7570
C -2.30 -3.56 -0.83 -1.0996
C -1.20 -2.71 -0.65 -0.2750
N -1.29 -1.41 -0.76 0.4680
C -2.49 -0.84 -1.10 0.5900
C -2.49 0.57 -1.32 0.5144
O -1.34 1.23 -1.26 -0.2985
H -5.82 0.92 -1.90 0.4579
H -4.39 -3.64 -1.23 0.3665
H -2.17 -4.63 -0.75 0.4342
H -0.23 -3.12 -0.41 0.5028
N 2.60 0.54 1.69 -0.0510
P 1.07 -0.26 1.77 0.5036
C 0.90 -0.44 3.57 0.2801
C 1.08 0.64 4.43 -0.1597
C 0.92 0.47 5.79 -0.8566
C 0.54 -0.77 6.30 -0.4123
C 0.34 -1.84 5.45 -0.7430
C 0.52 -1.68 4.08 -0.2204
C -0.10 1.16 1.53 0.3519
C -1.43 0.96 1.92 -0.7351
C -2.35 1.98 1.78 -0.5405
C -1.97 3.21 1.26 -0.6137
C -0.66 3.41 0.85 -0.8082
C 0.27 2.38 0.97 0.1710
C 3.44 0.38 0.61 0.4629
C 4.82 0.57 0.74 -0.9401
C 5.61 0.38 -0.37 -0.2812
C 5.03 0.00 -1.58 -0.9915
C 3.67 -0.14 -1.62 -0.1201
N 2.86 0.06 -0.55 0.0318
H 3.05 0.74 2.57 0.2678
H 1.33 1.62 4.03 0.3997
H 1.07 1.31 6.46 0.4059
H 0.40 -0.89 7.37 0.3924
H 0.05 -2.81 5.85 0.4098
H 0.38 -2.53 3.41 0.3977
H -1.73 0.00 2.34 0.4199
H -3.38 1.81 2.09 0.4744
H -2.69 4.00 1.15 0.5112
H -0.37 4.35 0.41 0.4556
H 1.30 2.57 0.68 0.4660
H 5.24 0.84 1.70 0.4181
H 6.68 0.52 -0.29 0.4268
H 5.62 -0.17 -2.47 0.4406
H 3.17 -0.44 -2.53 0.3879
O 1.21 1.53 -2.62 -0.7424
C 0.93 0.61 -3.43 0.4723
C 0.85 0.69 -4.93 -0.6078
C 0.47 -0.73 -5.33 -0.3871
C 0.26 -1.46 -4.01 0.1461
O -0.17 -2.57 -3.87 -0.5949
N 0.65 -0.62 -2.96 0.0252
H 1.81 1.04 -5.33 0.2934
H 0.11 1.44 -5.20 0.3042
H 1.27 -1.25 -5.88 0.2891
H -0.43 -0.80 -5.94 0.3187
```

Calculated values
Max |F| (eV/A): 1.6
<S²>: 0.75
2S+1: 2
HOMO level (spin up / spin down) (eV): -10.38 / -10.38
Charge: +1
Energy relative to the best compared isomer or geometry (same formula, charge and spin) (eV): 0.116

=====

2.
The following is a quantum chemistry calculation of a structure of composition C30H23Cl5F3NO5PtSTe, from the OMol25 dataset.

```
70
Properties=species:S:1:pos:R:3:mulliken_charge:R:1
Pt 0.35 -2.41 1.62 1.5095
Cl 3.24 -8.61 3.95 -0.1004
C 2.76 -7.28 3.04 0.6680
C 2.31 -6.10 3.71 -0.3171
Cl 2.27 -6.07 5.42 -0.1370
C 1.92 -5.03 2.98 0.7977
Cl 1.38 -3.58 3.74 -0.1707
C 1.94 -5.04 1.53 -0.1745
O 1.60 -4.07 0.84 -0.8087
C 2.40 -6.26 0.88 0.5977
Cl 2.40 -6.27 -0.81 -0.0947
C 2.80 -7.35 1.62 -0.1083
Cl 3.34 -8.77 0.86 -0.1323
F -4.10 -2.41 -1.00 -0.2129
C -2.97 -1.74 -0.85 0.6598
F -3.06 -0.98 0.26 -0.1827
F -2.81 -0.91 -1.89 -0.2026
S -1.53 -2.86 -0.73 1.1239
O -1.58 -3.62 -1.94 -0.6243
O -1.68 -3.55 0.53 -0.7970
O -0.40 -1.88 -0.66 -0.7723
C -0.47 6.58 -3.35 -1.5625
C -0.40 5.27 -2.61 0.6194
C 0.81 4.75 -2.18 -0.7230
C 0.90 3.53 -1.52 0.6214
C 2.26 3.08 -1.04 -1.8352
C -0.29 2.82 -1.32 0.3028
Te -0.22 0.92 -0.41 0.7660
N 0.00 -0.32 1.86 -0.5685
C -1.06 -0.51 2.72 0.6262
O -1.20 -1.69 3.09 -0.6374
C -1.90 0.56 3.30 0.3326
C -2.56 0.30 4.50 -0.5038
C -3.34 1.28 5.09 -0.6313
C -3.47 2.52 4.48 -0.3767
C -2.82 2.78 3.27 -0.9950
C -2.03 1.81 2.70 0.0848
C 1.10 0.26 -1.92 0.7447
C 0.62 0.45 -3.21 -0.7980
C 1.32 -0.06 -4.29 -0.8197
C 2.48 -0.78 -4.07 -0.6616
C 2.95 -0.96 -2.77 -0.5588
C 2.27 -0.45 -1.67 1.2776
C 2.83 -0.69 -0.29 -1.5575
C -1.54 3.34 -1.68 1.0223
C -2.85 2.62 -1.44 -1.7678
C -1.56 4.56 -2.34 -0.6620
H 0.49 7.11 -3.30 0.3618
H -1.24 7.23 -2.93 0.3865
H -0.71 6.42 -4.40 0.3122
H 1.72 5.32 -2.35 0.4120
H 2.89 3.94 -0.83 0.5552
H 2.76 2.48 -1.80 0.3001
H 2.20 2.49 -0.13 0.2379
H -2.46 -0.68 4.96 0.4733
H -3.83 1.09 6.03 0.4103
H -4.08 3.29 4.93 0.4035
H -2.93 3.74 2.79 0.4316
H -1.52 2.03 1.77 0.4766
H -0.30 1.00 -3.38 0.4518
H 0.95 0.10 -5.30 0.4526
H 3.02 -1.21 -4.90 0.3989
H 3.86 -1.53 -2.61 0.4643
H 3.91 -0.70 -0.31 0.6190
H 2.50 -1.66 0.08 -0.0882
H 2.50 0.06 0.43 0.2269
H -2.78 1.85 -0.67 0.1458
H -3.20 2.14 -2.35 0.3377
H -3.61 3.33 -1.12 0.4910
H -2.52 4.97 -2.64 0.4790
```

Calculated values
Max |F| (eV/A): 1.4
<S²>: 8.81
2S+1: 6
HOMO level (spin up / spin down) (eV): -10.98 / -11.54
Charge: +1
Energy relative to the best compared isomer or geometry (same formula, charge and spin) (eV): 0.000

=====

3.
The following is a quantum chemistry calculation of a structure of composition C30H23F5N3O3RuS, from the OMol25 dataset.

```
66
Properties=species:S:1:pos:R:3:mulliken_charge:R:1
Ru -1.63 0.43 -0.38 0.5172
C -3.97 -0.29 3.10 -1.4463
C -3.09 -0.35 1.90 0.6668
N -2.86 0.65 1.13 0.8028
N -3.42 1.89 1.29 -1.2214
C -3.06 2.66 0.28 0.7591
O -2.31 2.26 -0.72 -0.9286
C -3.53 4.06 0.25 0.4844
C -3.14 4.88 -0.80 -0.4227
C -3.58 6.20 -0.84 -0.6672
C -4.40 6.69 0.16 -0.3514
C -4.79 5.87 1.21 -0.6795
C -4.36 4.55 1.26 -0.2083
C -2.41 -1.59 1.47 0.4155
C -2.51 -2.78 2.15 -0.4425
C -1.86 -3.91 1.65 -0.7381
C -1.13 -3.81 0.49 -0.5218
C -1.04 -2.57 -0.15 -0.7471
N -1.66 -1.50 0.33 0.0612
H -4.37 0.71 3.21 0.3366
H -3.41 -0.55 4.00 0.3589
H -4.80 -1.00 3.00 0.3516
H -2.50 4.49 -1.57 0.4193
H -3.27 6.84 -1.66 0.3982
H -4.74 7.72 0.13 0.3903
H -5.43 6.25 1.99 0.3825
H -4.66 3.90 2.07 0.4360
H -3.10 -2.84 3.06 0.4236
H -1.94 -4.85 2.17 0.4597
H -0.62 -4.66 0.07 0.4450
H -0.44 -2.42 -1.04 0.9269
F 1.00 -7.92 -0.65 -0.3358
C 1.29 -6.61 -0.64 0.6086
C 1.04 -5.83 -1.75 0.1079
F 0.50 -6.39 -2.84 -0.3344
C 1.34 -4.48 -1.73 0.3183
F 1.04 -3.78 -2.83 -0.3910
C 1.90 -3.83 -0.62 -0.3473
S 2.21 -2.13 -0.59 -0.1639
C 2.14 -4.67 0.48 0.2732
F 2.66 -4.16 1.61 -0.3597
C 1.85 -6.02 0.48 0.2450
F 2.09 -6.77 1.57 -0.3240
C 6.36 1.81 -1.18 -1.5818
C 4.90 1.50 -1.08 0.6239
C 4.13 1.28 -2.21 -0.9854
C 2.78 1.00 -2.14 0.7801
C 2.06 0.70 -3.43 -1.2975
C 2.16 0.95 -0.87 0.0670
C 2.93 1.12 0.31 0.9994
C 2.40 0.96 1.70 -1.3786
C 4.28 1.40 0.17 -0.9550
C 0.74 0.67 -0.79 2.0600
O 0.09 0.77 0.37 -0.8004
O -0.03 0.40 -1.75 -0.8836
H 6.75 1.56 -2.16 0.3693
H 6.93 1.27 -0.42 0.3741
H 6.53 2.88 -1.01 0.3089
H 4.60 1.31 -3.18 0.2827
H 2.74 0.83 -4.26 0.4070
H 1.19 1.34 -3.58 0.2711
H 1.71 -0.33 -3.42 0.1672
H 1.95 -0.03 1.82 0.2125
H 1.65 1.71 1.95 0.2600
H 3.22 1.04 2.41 0.4109
H 4.88 1.52 1.06 0.3306
```

Calculated values
Max |F| (eV/A): 0.3
<S²>: 0.76
2S+1: 2
HOMO level (spin up / spin down) (eV): -6.61 / -6.56
Energy relative to the best compared isomer or geometry (same formula, charge and spin) (eV): 0.056

=====

4.
The following is a quantum chemistry calculation of a structure of composition C30H23IrN6O4S, from the OMol25 dataset.

```
65
Properties=species:S:1:pos:R:3:mulliken_charge:R:1
Ir 0.10 -0.64 -0.34 2.0582
O -1.41 -4.50 -1.43 -0.6724
C -0.81 -3.46 -1.32 0.1713
N -1.23 -2.17 -1.09 0.0620
C -2.58 -1.83 -1.11 0.1321
C -3.60 -2.75 -1.05 -0.8081
C -4.91 -2.26 -1.20 -0.7142
C -5.13 -0.87 -1.58 -0.5477
C -4.10 -0.01 -1.65 -0.8450
C -2.81 -0.42 -1.30 0.7930
N -1.64 0.30 -1.29 0.1723
C -1.54 1.61 -1.62 0.1064
O -2.43 2.40 -1.92 -0.7043
C -0.08 2.06 -1.72 0.4440
C 0.18 3.33 -2.14 -0.7248
C 1.48 3.78 -2.23 -0.4393
C 2.48 2.93 -1.84 -0.8411
C 2.14 1.62 -1.49 0.0669
N 0.90 1.17 -1.41 -0.1712
C 0.68 -3.44 -1.52 0.6457
C 1.36 -4.64 -1.87 -0.9484
C 2.70 -4.52 -2.19 -0.2856
C 3.30 -3.29 -2.24 -0.8428
C 2.58 -2.16 -1.88 0.0871
N 1.31 -2.24 -1.49 0.0608
H -3.37 -3.79 -0.94 0.5836
H -5.74 -2.92 -1.06 0.4876
H -6.17 -0.56 -1.64 0.4030
H -4.31 1.07 -1.79 0.4182
H -0.64 3.97 -2.27 0.7120
H 1.69 4.82 -2.41 0.4321
H 3.44 3.23 -1.60 0.4849
H 2.86 0.93 -0.95 0.2090
H 0.81 -5.51 -2.00 0.5799
H 3.23 -5.42 -2.47 0.4415
H 4.39 -3.25 -2.55 0.3437
H 3.09 -1.20 -1.78 0.2509
C -0.64 5.43 1.15 -1.5979
C -0.76 3.99 1.50 1.1195
C 0.40 3.26 1.81 -1.0747
C 0.34 1.94 2.12 -0.4286
C -0.92 1.27 1.97 0.0767
C -2.04 2.01 1.55 -0.1622
C -1.97 3.37 1.32 -0.6854
S -1.10 -0.40 2.54 1.2372
O -2.37 -0.87 2.05 -0.6035
O -0.75 -0.46 3.92 -0.7367
N 0.10 -1.02 1.66 -0.2687
C 1.40 -1.32 2.17 0.5393
C 1.55 -1.89 3.45 -0.8555
C 2.80 -2.21 3.90 -0.5366
C 3.89 -1.99 3.03 -0.9313
C 3.59 -1.55 1.77 -0.1765
N 2.38 -1.12 1.33 0.0626
H -1.23 6.14 1.68 0.4318
H -0.84 5.61 0.09 0.2687
H 0.34 5.82 1.40 0.3958
H 1.32 3.91 1.81 0.2935
H 1.27 1.46 2.43 0.3961
H -2.98 1.49 1.42 0.5463
H -2.89 3.87 0.95 0.3702
H 0.63 -1.96 4.08 0.4579
H 3.00 -2.60 4.86 0.5123
H 4.89 -2.18 3.39 0.4193
H 4.39 -1.39 1.02 0.3295
```

Calculated values
Max |F| (eV/A): 3.2
<S²>: 8.78
2S+1: 6
HOMO level (spin up / spin down) (eV): -10.90 / -11.44
Charge: +1